No. 1
This record from the OMol25 dataset describes C48H65AsBr2CaIN8OS5Si as an isolated structure. The level of theory is ωB97M-V with the def2-TZVPD basis set.

Structure (ORCA input):
```
! wB97M-V def2-TZVPD RIJCOSX def2/J DEFGRID3
* xyz 1 1
Ca -0.497 -0.152 0.773
C 5.428 0.151 0.994
N 4.035 -0.113 1.323
C 2.918 0.261 0.704
N 1.870 -0.178 1.393
C 2.446 -0.813 2.466
N 3.749 -0.799 2.457
C 6.001 1.320 1.763
C 7.312 1.717 1.521
C 7.870 2.759 2.247
C 7.117 3.446 3.192
C 5.797 3.076 3.401
C 5.251 1.998 2.704
C 4.899 3.845 4.271
N 5.094 4.496 5.361
N 3.853 5.042 5.725
C 3.018 4.670 4.822
O 3.606 3.910 3.867
C 1.587 4.932 4.637
C 0.712 5.020 5.713
C -0.647 5.149 5.470
C -1.131 5.182 4.169
C -0.256 5.127 3.090
C -0.785 5.218 1.679
N -0.136 4.273 0.766
C 0.353 3.061 1.020
N 0.683 2.450 -0.110
C 0.387 3.403 -1.050
N -0.105 4.516 -0.569
C 1.103 5.010 3.334
H 5.506 0.320 -0.078
H 5.970 -0.760 1.234
H 2.882 0.828 -0.215
H 1.886 -1.287 3.259
H 7.908 1.204 0.771
H 8.896 3.053 2.060
H 7.537 4.275 3.748
H 4.229 1.708 2.916
H 1.101 4.959 6.723
H -1.340 5.198 6.301
H -2.200 5.254 3.991
H -0.620 6.207 1.260
H -1.855 5.022 1.674
H 0.484 2.675 2.017
H 0.563 3.268 -2.109
H 1.805 4.954 2.509
Br -4.785 3.593 0.792
C -4.110 4.553 -0.689
C -4.464 5.887 -0.822
C -3.955 6.638 -1.869
C -3.083 6.065 -2.783
C -2.729 4.731 -2.659
C -3.251 3.977 -1.618
I -2.740 1.956 -1.526
H -5.143 6.329 -0.105
H -4.242 7.678 -1.967
H -2.679 6.650 -3.599
H -2.055 4.272 -3.372
C -3.892 -0.123 5.401
S -2.594 -1.292 4.929
C -1.209 -0.221 4.893
C -0.973 0.736 3.967
S -1.955 1.206 2.594
S 0.495 1.651 4.258
C 1.135 0.743 5.587
S 2.622 1.017 6.204
S 0.012 -0.451 6.133
H -4.819 -0.698 5.438
H -3.973 0.663 4.652
H -3.684 0.293 6.386
C 2.042 -4.258 2.518
C 1.543 -5.466 1.708
C 2.394 -6.700 2.077
C 0.093 -5.724 2.149
Si 1.642 -5.176 -0.174
Br 0.849 -2.993 -0.433
C 0.428 -6.220 -1.211
C 0.698 -6.033 -2.715
C 0.602 -7.711 -0.857
C -1.040 -5.825 -0.979
C 3.409 -5.073 -0.882
C 3.476 -4.277 -2.198
C 3.942 -6.497 -1.138
C 4.348 -4.365 0.110
H 1.939 -4.485 3.585
H 1.446 -3.369 2.308
H 3.088 -4.013 2.335
H 2.286 -6.901 3.148
H 3.457 -6.544 1.881
H 2.082 -7.600 1.540
H 0.074 -5.841 3.239
H -0.323 -6.637 1.719
H -0.566 -4.888 1.893
H 1.665 -6.436 -3.020
H 0.649 -4.980 -3.011
H -0.072 -6.572 -3.280
H 1.623 -8.066 -1.025
H -0.063 -8.309 -1.490
H 0.341 -7.923 0.183
H -1.217 -4.786 -1.259
H -1.368 -5.969 0.051
H -1.673 -6.453 -1.618
H 2.907 -4.736 -3.004
H 4.524 -4.233 -2.519
H 3.124 -3.251 -2.074
H 3.363 -7.026 -1.899
H 3.953 -7.112 -0.232
H 4.973 -6.429 -1.503
H 4.000 -3.353 0.349
H 5.341 -4.278 -0.348
H 4.470 -4.916 1.044
C -3.360 -3.770 2.305
C -3.451 -3.521 0.805
As -2.900 -1.734 0.254
C -4.545 -0.668 0.409
C -5.804 -1.435 0.809
C -2.824 -2.004 -1.692
C -4.066 -2.639 -2.310
H -3.650 -4.799 2.529
H -4.016 -3.107 2.866
H -2.348 -3.615 2.682
H -4.462 -3.679 0.445
H -2.793 -4.202 0.266
H -4.689 -0.196 -0.562
H -4.332 0.126 1.122
H -6.089 -2.172 0.057
H -6.635 -0.735 0.914
H -5.687 -1.950 1.764
H -1.933 -2.599 -1.899
H -2.652 -1.016 -2.127
H -4.249 -3.632 -1.898
H -3.945 -2.745 -3.389
H -4.955 -2.030 -2.137
*
```

For the highest occupied orbital energy, the calculation gives -9.611 eV. The value obtained for the frontier orbital gap is 7.12 eV. The energy above the lowest of the compared OMol25 structures with the same formula, charge and spin comes out at 1.2623 eV.

---

No. 2
This record from the OMol25 dataset describes one molecule with the formula C21H19F3N4O3. The level of theory is ωB97M-V with the def2-TZVPD basis set.

Structure (ORCA input):
```
! wB97M-V def2-TZVPD RIJCOSX def2/J DEFGRID3
* xyz 0 1
O -2.993 -0.266 0.728
C -2.204 0.421 -0.061
C -0.695 0.360 0.099
C -0.151 1.554 0.949
N 1.246 1.337 1.254
N 1.331 0.012 0.965
C 2.479 -0.618 1.355
C 3.729 0.063 1.978
F 4.544 -0.870 2.025
F 4.161 1.129 1.053
F 3.228 0.462 3.377
C 2.558 -2.025 1.037
C 1.276 -2.605 0.176
C 1.294 -4.119 -0.095
C 0.038 -4.465 -0.163
C -0.042 -6.058 -0.515
C 1.264 -6.652 -0.884
C 2.536 -5.949 -0.691
C 2.569 -4.782 -0.456
N 0.419 -1.704 0.161
C 0.213 -0.511 0.429
N -2.592 0.929 -1.313
C -1.548 1.648 -2.104
C -2.146 2.864 -2.513
C -3.109 3.385 -1.625
C -4.288 2.485 -1.259
C -3.951 0.821 -1.627
O -3.720 4.604 -1.823
C -2.828 5.817 -1.389
C -2.102 5.061 -0.550
O -2.401 3.691 -0.411
H -0.428 2.591 1.134
H 3.391 -2.603 1.101
H -0.768 -4.122 -0.097
H -0.959 -6.359 -0.984
H 1.131 -7.444 -1.183
H 3.333 -6.428 -0.906
H 3.439 -4.051 -0.301
H -0.473 1.981 -1.586
H -1.340 0.836 -2.789
H -1.390 3.584 -2.633
H -2.741 2.658 -3.619
H -4.655 2.478 -0.224
H -5.080 2.726 -1.977
H -4.364 0.153 -1.076
H -3.815 0.895 -2.645
H -2.271 6.097 -2.222
H -3.623 6.403 -1.096
H -2.179 5.426 0.646
H -1.005 4.881 -0.599
*
```

For the highest occupied orbital energy, the calculation gives -8.360 eV. The value obtained for the frontier orbital gap is 8.37 eV. The SMILES is O=C(c1cnn2c(C(F)(F)F)cc(-c3ccccc3)nc12)N1CCC2(CC1)OCCO2. The energy above the lowest of the compared OMol25 structures with the same formula, charge and spin comes out at 19.5776 eV.